No. 1
C23H16Cl2N3O6Ti | ωB97M-V/def2-TZVPD

Last column: Mulliken charge in e.
Geometry (Å):
Ti (0.49, 2.18, -0.29)  0.026
O (3.87, 3.96, 0.60)  -0.655
C (2.75, 3.70, 0.21)  0.357
O (2.22, 2.50, 0.13)  -0.414
C (1.74, 4.71, -0.25)  0.354
C (1.79, 6.10, -0.23)  -0.658
C (0.66, 6.81, -0.62)  -0.228
C (-0.51, 6.12, -0.97)  -0.640
C (-0.49, 4.74, -0.95)  0.313
N (0.62, 4.06, -0.62)  0.096
C (-1.62, 3.76, -1.15)  0.504
O (-2.74, 4.08, -1.50)  -0.669
O (-1.21, 2.56, -0.85)  -0.329
H (2.69, 6.60, 0.09)  0.496
H (0.68, 7.89, -0.65)  0.445
H (-1.42, 6.64, -1.22)  0.500
O (0.95, 0.96, -1.82)  -0.596
C (0.48, 0.01, -1.15)  -0.051
N (0.47, -1.30, -1.45)  0.045
C (-0.20, -2.04, -0.40)  2.756
C (-0.60, -0.88, 0.56)  -0.373
O (-1.19, -0.99, 1.61)  -0.752
N (-0.09, 0.26, 0.04)  0.649
C (0.73, -2.88, 0.46)  -0.664
C (2.11, -2.81, 0.32)  -0.242
C (2.93, -3.48, 1.21)  -0.957
C (2.38, -4.20, 2.26)  -0.427
C (1.01, -4.26, 2.40)  -1.013
C (0.18, -3.61, 1.50)  -0.075
C (-1.41, -2.77, -0.95)  0.142
C (-1.43, -4.15, -1.08)  -0.195
C (-2.55, -4.77, -1.61)  -0.906
C (-3.64, -4.02, -2.03)  -0.462
C (-3.60, -2.64, -1.92)  -0.861
C (-2.49, -2.02, -1.39)  -0.574
H (0.72, -1.68, -2.35)  0.293
H (2.55, -2.24, -0.49)  0.460
H (4.01, -3.42, 1.10)  0.436
H (3.03, -4.69, 2.97)  0.425
H (0.57, -4.83, 3.21)  0.401
H (-0.89, -3.64, 1.62)  0.543
H (-0.59, -4.74, -0.76)  0.496
H (-2.57, -5.85, -1.70)  0.411
H (-4.51, -4.51, -2.44)  0.398
H (-4.44, -2.05, -2.26)  0.427
H (-2.46, -0.94, -1.30)  0.562
Cl (1.62, 0.85, 2.29)  -0.077
C (0.12, 1.49, 2.96)  -0.164
Cl (-0.36, 2.89, 1.97)  -0.122
H (0.28, 1.83, 3.99)  0.407
H (-0.65, 0.71, 2.87)  0.163

For the LUMO energy (spin up / spin down), the calculation gives -0.35 / -0.75 eV. As for the multiplicity: 2. The calculation puts the HOMO-LUMO gap (spin up / spin down) at 7.10 / 8.47 eV. As for the charge: 0.

=====

No. 2
C23H16Cl2N4O3 | ωB97M-V/def2-TZVPD

Last column: Mulliken charge in e.
Geometry (Å):
N (-1.37, 4.31, 1.89)  -0.737
C (-1.29, 3.14, 2.04)  -0.286
C (-1.18, 1.75, 2.27)  -0.179
C (-0.15, 0.99, 1.72)  2.501
C (1.13, 1.70, 1.69)  0.081
N (2.18, 2.25, 1.64)  -0.715
C (0.18, -0.33, 2.38)  -0.054
O (1.26, -0.88, 2.12)  -0.635
C (-0.80, -0.84, 3.37)  0.214
Cl (-0.42, -2.35, 4.05)  -0.167
C (-1.85, -0.10, 3.84)  0.012
Cl (-2.70, -0.50, 5.26)  -0.126
C (-2.19, 1.17, 3.17)  0.425
O (-3.22, 1.78, 3.39)  -0.667
C (4.36, -3.29, -2.86)  -1.032
N (4.18, -2.26, -1.83)  0.071
C (5.24, -2.31, -0.83)  -0.986
C (3.00, -1.61, -1.55)  0.673
C (1.72, -2.20, -1.70)  -0.735
C (0.58, -1.49, -1.34)  -0.220
N (0.64, -0.19, -0.86)  0.447
C (-0.43, 0.52, -0.24)  -0.881
C (-1.78, -0.02, -0.40)  0.268
C (-2.92, 0.97, -0.62)  0.362
C (-4.21, 0.43, -0.75)  -0.554
C (-5.34, 1.24, -0.86)  -0.570
C (-5.18, 2.64, -0.82)  -0.428
C (-3.91, 3.21, -0.63)  -0.715
C (-2.78, 2.37, -0.64)  -0.084
O (-2.06, -1.24, -0.33)  -0.766
C (1.86, 0.42, -0.91)  -0.418
C (3.04, -0.26, -1.08)  -0.706
H (3.84, -3.06, -3.79)  0.329
H (5.44, -3.34, -3.07)  0.324
H (4.05, -4.29, -2.51)  0.371
H (5.08, -1.53, -0.06)  0.346
H (5.26, -3.31, -0.34)  0.310
H (6.21, -2.15, -1.34)  0.301
H (1.62, -3.23, -2.04)  0.383
H (-0.39, -1.95, -1.35)  0.533
H (-0.31, 1.60, -0.45)  0.716
H (-4.32, -0.66, -0.75)  0.390
H (-6.31, 0.77, -1.04)  0.387
H (-6.05, 3.29, -0.97)  0.373
H (-3.78, 4.30, -0.54)  0.388
H (-1.79, 2.83, -0.67)  0.429
H (1.88, 1.48, -0.69)  0.541
H (4.00, 0.27, -0.95)  0.488

For the LUMO energy, the calculation gives -1.66 eV. The calculation puts the HOMO-LUMO gap at 5.91 eV. As for the charge: 0.

=====

No. 3
C23H16ClF2N3O3 | ωB97M-V/def2-TZVPD

Last column: Mulliken charge in e.
Geometry (Å):
O (6.08, 2.81, -2.42)  -0.589
F (-3.56, 1.27, 5.28)  -0.211
F (-4.91, 3.12, 4.82)  -0.163
Cl (-5.54, 1.79, 6.98)  -0.172
N (-0.04, 0.49, -0.02)  -0.568
N (-1.34, 0.21, 0.39)  -0.560
O (7.08, 1.49, -0.88)  -0.356
O (-5.83, 0.97, 4.52)  -0.385
C (6.00, 1.99, -1.51)  0.356
C (-5.30, -0.90, 3.12)  -0.310
C (-4.75, 1.32, 2.32)  -0.162
C (3.60, 2.10, -1.91)  -0.292
C (4.43, 0.10, -0.86)  -0.800
C (2.32, 1.65, -1.84)  -0.581
C (3.12, -0.34, -0.73)  -0.403
C (-4.72, -1.52, 2.02)  -0.807
C (-4.16, 0.77, 1.19)  -0.530
C (0.09, -3.25, -3.05)  -0.788
C (-1.11, -3.67, -2.58)  -0.648
C (-5.25, 0.46, 3.30)  0.203
C (4.65, 1.38, -1.40)  0.590
C (2.01, 0.38, -1.24)  0.355
C (-4.01, -0.65, 1.17)  -0.024
C (0.62, -0.17, -1.01)  0.043
C (-1.97, -0.90, -0.20)  0.303
C (0.70, -2.12, -2.51)  -0.624
C (-1.84, -2.94, -1.59)  -0.835
C (0.01, -1.33, -1.56)  0.790
C (-1.25, -1.73, -1.09)  0.986
N (-3.27, -1.27, 0.16)  -0.025
C (8.39, 2.00, -1.28)  -0.640
C (-4.88, 1.84, 5.23)  0.665
H (-5.85, -1.52, 3.81)  0.420
H (-4.77, 2.40, 2.39)  0.433
H (3.77, 3.10, -2.43)  0.289
H (5.32, -0.44, -0.52)  0.410
H (1.50, 2.34, -2.17)  0.331
H (3.02, -1.31, -0.39)  0.504
H (-4.83, -2.59, 1.90)  0.455
H (-3.74, 1.47, 0.51)  0.468
H (0.54, -3.71, -3.90)  0.435
H (-1.65, -4.46, -3.04)  0.381
H (1.62, -1.79, -2.91)  0.552
H (-2.79, -3.37, -1.33)  0.349
H (-3.80, -1.85, -0.60)  0.319
H (8.81, 1.57, -2.20)  0.280
H (9.11, 1.73, -0.53)  0.258
H (8.35, 3.08, -1.41)  0.297

Its structure (SMILES) is COC(=O)c1ccc(-c2nnc(Nc3ccc(OC(F)(F)Cl)cc3)c3ccccc23)cc1. For the LUMO energy, the calculation gives -0.26 eV. The calculation puts the HOMO-LUMO gap at 7.96 eV. As for the charge: 0.